# 1
Density functional theory data (the ωB97M-V functional and the def2-TZVPD basis) for C19H18CuN2O13 as an isolated structure at a distorted geometry.

```
53
Properties=species:S:1:pos:R:3
Cu 0.86 -0.19 0.35
C 1.10 4.34 0.95
C 1.59 5.60 1.47
C 3.12 5.73 1.79
O 3.57 6.87 2.04
C 3.93 4.52 1.81
C 3.35 3.31 1.43
C 1.89 3.22 0.92
O 1.36 2.11 0.56
O 4.00 2.26 1.68
O 0.86 6.57 1.71
H 0.05 4.43 0.68
H 4.91 4.66 2.24
C 1.59 0.50 -4.02
C 1.92 0.37 -5.42
C 1.87 -1.08 -6.02
O 1.82 -1.12 -7.27
C 1.64 -2.22 -5.19
C 1.45 -2.01 -3.81
C 1.41 -0.60 -3.22
O 1.22 -0.46 -1.97
O 1.23 -3.04 -3.11
O 2.15 1.32 -6.18
H 1.53 1.49 -3.60
H 1.66 -3.21 -5.62
C 2.25 -0.84 2.54
O 3.07 -0.85 3.49
O 2.73 -0.77 1.32
O 1.01 -0.62 2.57
C -0.62 -3.12 -0.39
O 0.25 -2.46 0.10
N -1.63 -3.73 0.33
C -2.56 -4.60 -0.36
C -1.67 -3.61 1.78
H -0.76 -3.27 -1.47
H -2.24 -4.89 -1.36
H -3.53 -4.09 -0.47
H -2.71 -5.53 0.20
H -1.28 -4.55 2.17
H -1.09 -2.74 2.09
H -2.71 -3.42 2.05
C -2.34 -0.34 1.04
O -1.29 0.04 0.59
N -3.11 0.40 1.87
C -2.67 1.71 2.30
C -4.41 -0.12 2.29
H -2.84 -1.26 0.69
H -1.61 1.83 2.08
H -2.82 1.81 3.38
H -3.27 2.50 1.84
H -4.60 -1.11 1.87
H -4.45 -0.22 3.37
H -5.21 0.50 1.88
```

The relative energy (zero: lowest compared OMol25 entry of this formula, charge and spin) is 0.0000 eV. The LUMO energy (alpha / beta) comes out at 6.579 / 6.579 eV. Its charge is -4. The value obtained for the frontier orbital gap (alpha / beta) is 2.8 / 2.8 eV. As for the spin multiplicity: 2.

=====

# 2
Density functional theory data (the ωB97M-V functional and the def2-TZVPD basis) for C52H54F4N5O8P2S2Ti as an isolated structure at a distorted geometry.

```
128
Properties=species:S:1:pos:R:3
Ti 0.95 0.37 0.94
C 2.15 5.23 3.29
C 0.65 4.90 3.21
N 0.38 3.49 3.42
C 0.69 2.98 4.74
C 0.08 3.75 5.92
C -0.84 3.06 2.78
C -1.24 1.58 2.91
N -0.43 0.40 2.47
C -0.68 -0.69 3.28
C -0.03 -1.92 3.10
F 0.68 -2.11 1.95
C -0.07 -3.00 3.96
F 0.66 -4.08 3.64
C -0.85 -2.99 5.09
C -1.64 -1.87 5.24
F -2.52 -1.82 6.24
C -1.60 -0.79 4.37
F -2.58 0.12 4.61
H 2.33 6.23 2.89
H 2.71 4.50 2.72
H 2.50 5.21 4.32
H 0.28 5.16 2.22
H 0.10 5.52 3.93
H 1.78 2.97 4.84
H 0.39 1.94 4.79
H 0.55 4.72 6.06
H 0.23 3.18 6.84
H -0.99 3.90 5.79
H -0.79 3.35 1.73
H -1.71 3.59 3.21
H -2.21 1.50 2.41
H -1.41 1.50 3.98
H -0.87 -3.81 5.79
O -0.04 -0.70 -0.21
P 0.11 -2.21 -0.41
C 1.98 -2.41 -0.58
P 2.99 -0.91 -0.95
O 2.22 0.39 -0.80
C 3.32 -1.10 -2.73
C 4.08 -2.17 -3.19
C 4.33 -2.30 -4.55
C 3.82 -1.38 -5.45
C 3.06 -0.31 -4.99
C 2.82 -0.17 -3.63
C 4.65 -1.14 -0.27
C 5.66 -0.42 -0.90
C 6.97 -0.54 -0.46
C 7.27 -1.40 0.59
C 6.27 -2.13 1.20
C 4.95 -2.00 0.78
C 0.35 -4.27 -2.77
C 1.39 -4.36 -3.70
C 2.35 -5.36 -3.57
C 2.28 -6.27 -2.52
C 1.25 -6.19 -1.61
C 0.28 -5.20 -1.73
C -0.62 -3.16 -2.83
C -0.16 -1.85 -3.07
C -1.06 -0.78 -3.10
C -2.40 -1.00 -2.86
C -2.86 -2.30 -2.64
C -1.99 -3.37 -2.64
H 2.19 -3.17 -1.33
H 2.31 -2.82 0.38
H 4.49 -2.89 -2.49
H 4.94 -3.12 -4.91
H 4.03 -1.48 -6.50
H 2.67 0.42 -5.69
H 2.24 0.66 -3.25
H 5.42 0.25 -1.72
H 7.75 0.04 -0.94
H 8.30 -1.50 0.92
H 6.50 -2.80 2.02
H 4.17 -2.54 1.30
H 1.44 -3.66 -4.52
H 3.14 -5.42 -4.31
H 3.04 -7.03 -2.43
H 1.19 -6.89 -0.79
H -0.53 -5.14 -1.01
H 0.89 -1.68 -3.29
H -0.69 0.21 -3.32
H -3.10 -0.17 -2.88
H -3.92 -2.48 -2.49
H -2.36 -4.37 -2.49
O -3.84 -3.21 0.98
C -3.35 -2.01 1.20
O -2.22 -1.69 0.87
C -4.32 -1.05 1.89
N -5.38 -1.84 2.53
C -6.69 -1.24 2.19
C -6.46 -0.73 0.78
C -5.04 -0.16 0.85
H -3.74 -0.44 2.58
H -5.25 -1.94 3.53
H -4.71 -3.21 1.45
H -6.95 -0.41 2.86
H -7.47 -2.00 2.26
H -7.20 0.02 0.49
H -6.52 -1.56 0.06
H -5.07 0.87 1.20
H -4.53 -0.18 -0.12
O 3.36 0.89 3.37
S 3.13 0.86 1.97
O 4.21 1.20 1.10
O 1.90 1.71 1.58
O 2.48 -0.50 1.58
S -2.03 5.61 -1.94
C -1.22 4.12 -1.46
C 0.12 4.16 -1.09
C 0.71 3.01 -0.58
N 0.03 1.88 -0.39
C -1.24 1.82 -0.80
C -1.89 2.90 -1.37
C -2.75 5.03 -3.48
C -4.05 4.56 -3.56
C -4.50 4.11 -4.80
N -3.75 4.12 -5.89
C -2.52 4.61 -5.81
C -1.97 5.08 -4.62
H 0.69 5.07 -1.19
H 1.75 3.00 -0.30
H -1.75 0.87 -0.66
H -2.92 2.81 -1.70
H -4.70 4.54 -2.69
H -5.50 3.72 -4.92
H -1.94 4.63 -6.73
H -0.96 5.48 -4.58
```

The relative energy (zero: lowest compared OMol25 entry of this formula, charge and spin) is 0.3362 eV. The LUMO energy comes out at -3.351 eV. Its charge is +1. The value obtained for the frontier orbital gap is 6.4 eV. As for the spin multiplicity: 1.

=====

# 3
Density functional theory data (the ωB97M-V functional and the def2-TZVPD basis) for a 5-piece molecular cluster, C33H33NO19 overall at a distorted geometry.

```
86
Properties=species:S:1:pos:R:3
H -6.97 -1.44 0.39
N -7.07 -0.62 0.98
C -6.08 -0.53 1.77
C -6.03 0.62 2.72
C -4.98 -1.56 1.76
O -3.91 -1.09 0.92
C -2.73 -1.75 1.04
O -2.11 -2.11 0.04
O -2.28 -2.00 2.30
C -1.72 -0.88 3.02
C -2.74 0.13 3.49
C -0.56 -0.28 2.24
C -0.90 0.85 1.28
C -0.89 2.26 1.89
H -5.80 1.55 2.22
H -5.34 0.46 3.53
H -7.01 0.74 3.15
H -5.36 -2.46 1.31
H -4.63 -1.75 2.76
H -1.31 -1.32 3.92
H -2.24 0.84 4.12
H -3.50 -0.39 4.06
H -3.17 0.68 2.67
H -0.07 -1.07 1.69
H 0.17 0.06 2.96
H -1.85 0.70 0.77
H -0.15 0.84 0.51
H -0.41 2.96 1.23
H -0.45 2.28 2.88
H -1.91 2.61 2.01
O 2.30 1.52 -6.44
C 1.81 1.49 -5.33
C 1.04 0.37 -4.82
C 0.51 0.42 -3.59
O -0.20 -0.57 -3.07
C 0.70 1.62 -2.71
O 0.18 1.59 -1.60
C 1.48 2.73 -3.20
C 2.01 2.68 -4.43
O 2.73 3.68 -4.92
H 0.91 -0.49 -5.47
H -0.47 -0.28 -2.18
H 1.61 3.58 -2.55
H 3.03 3.46 -5.83
O 6.77 2.77 -8.40
C 6.35 3.88 -8.64
C 7.03 4.84 -9.49
C 6.49 6.05 -9.68
O 7.04 6.99 -10.44
C 5.19 6.46 -9.04
O 4.78 7.58 -9.25
C 4.50 5.49 -8.20
C 5.04 4.28 -8.02
O 4.48 3.33 -7.27
H 7.96 4.55 -9.95
H 6.45 7.76 -10.40
H 3.56 5.78 -7.75
H 5.08 2.56 -7.31
O -3.67 -5.26 8.78
C -3.96 -4.32 8.05
C -4.38 -3.02 8.54
C -4.70 -2.06 7.66
O -5.09 -0.85 8.02
C -4.65 -2.29 6.18
O -4.97 -1.36 5.45
C -4.22 -3.58 5.69
C -3.89 -4.55 6.57
O -3.49 -5.75 6.21
H -4.42 -2.87 9.61
H -5.26 -0.36 7.20
H -4.17 -3.73 4.62
H -3.33 -6.24 7.03
O 5.54 -4.58 -0.37
C 4.72 -4.03 0.35
C 3.46 -4.62 0.74
C 2.62 -3.94 1.54
O 1.45 -4.41 1.93
C 2.96 -2.56 2.04
O 2.14 -2.01 2.75
C 4.23 -1.98 1.67
C 5.07 -2.66 0.87
O 6.25 -2.20 0.48
H 3.22 -5.61 0.37
H 1.04 -3.71 2.47
H 4.47 -0.99 2.04
H 6.63 -2.90 -0.08
```

The LUMO energy comes out at -1.828 eV. The SMILES is [H]/N=C(/C)COC(=O)O[C@H](C)CCC.O=C1C=C(O)C(=O)C=C1O.O=C1C=C(O)C(=O)C=C1O.O=C1C=C(O)C(=O)C=C1O.O=C1C=C(O)C(=O)C=C1O. Its charge is 0. The value obtained for the frontier orbital gap is 7.7 eV. As for the spin multiplicity: 1.

=====

# 4
Density functional theory data (the ωB97M-V functional and the def2-TZVPD basis) for one molecule with the formula C4H8N2 at a distorted geometry.

```
14
Properties=species:S:1:pos:R:3
C -0.59 1.81 -0.41
N -0.41 0.69 0.50
C 0.48 -0.33 -0.03
C 0.77 -1.43 1.00
C -0.11 -0.96 -1.24
N -0.71 -1.43 -2.11
H 0.35 2.36 -0.49
H -1.34 2.49 0.00
H -0.91 1.51 -1.42
H -1.31 0.26 0.70
H 1.42 0.16 -0.31
H 1.45 -2.17 0.57
H 1.22 -1.00 1.89
H -0.16 -1.94 1.28
```

The relative energy (zero: lowest compared OMol25 entry of this formula, charge and spin) is 0.4782 eV. The LUMO energy comes out at 0.988 eV. The SMILES is CN[C@@H](C)C#N. Its charge is 0. The value obtained for the frontier orbital gap is 10.7 eV. As for the spin multiplicity: 1.

=====

# 5
Density functional theory data (the ωB97M-V functional and the def2-TZVPD basis) for one molecule with the formula C2H6O at a distorted geometry.

```
9
Properties=species:S:1:pos:R:3
C -0.39 0.77 0.43
C 0.17 -0.67 0.09
O -0.01 -0.87 -1.24
H 0.25 1.69 0.16
H -1.30 0.94 -0.11
H -0.27 0.87 1.49
H -0.38 -1.39 0.61
H 1.15 -0.69 0.35
H 0.79 -0.64 -1.77
```

The relative energy (zero: lowest compared OMol25 entry of this formula, charge and spin) is 0.7491 eV. The LUMO energy comes out at 0.999 eV. The SMILES is CCO. Its charge is 0. The value obtained for the frontier orbital gap is 11.0 eV. As for the spin multiplicity: 1.

=====

# 6
Density functional theory data (the ωB97M-V functional and the def2-TZVPD basis) for a 5-piece molecular cluster, C26H61N3O21P5 overall at a distorted geometry.

```
116
Properties=species:S:1:pos:R:3
C -1.93 -2.54 -2.38
C -1.12 -1.31 -1.60
C -2.13 -0.09 -1.17
N -3.21 -0.47 -0.18
C -3.98 0.85 0.04
N -3.26 2.03 0.70
N -5.27 1.07 -0.36
C -6.06 -0.02 -1.07
C -5.80 0.20 -2.70
C -5.78 -1.23 -3.50
O -7.18 -1.56 -3.89
P -2.56 -0.93 1.41
O -2.15 -2.49 1.45
O -3.93 -0.81 2.55
O -1.28 0.08 2.02
O 0.09 -0.87 -2.35
C -0.25 0.05 -3.45
C 0.08 1.65 -3.09
C -1.13 2.74 -3.46
C -0.89 4.34 -3.09
C 0.54 4.75 -2.35
C 1.74 3.67 -2.01
C 1.50 2.09 -2.38
H -2.27 -3.29 -1.51
H -1.26 -3.09 -3.17
H -2.92 -2.08 -2.81
H -0.70 -1.82 -0.61
H -2.69 0.34 -2.13
H -1.44 0.81 -0.81
H -3.76 2.36 1.56
H -3.28 2.83 -0.01
H -5.71 2.02 -0.19
H -7.20 0.16 -0.77
H -5.76 -1.11 -0.73
H -6.63 0.96 -3.08
H -4.73 0.71 -2.84
H -5.08 -1.07 -4.45
H -5.33 -2.11 -2.87
H -7.77 -0.75 -3.81
H -4.75 -1.02 1.98
H -1.69 0.86 2.50
H 0.47 -0.20 -4.36
H -1.35 -0.08 -3.87
H -2.14 2.36 -3.97
H -1.71 5.19 -3.29
H 0.71 5.87 -2.05
H 2.76 3.95 -1.48
H 2.26 1.21 -2.16
C 3.52 -1.25 6.53
O 3.71 -2.06 5.38
P 4.25 -1.31 3.92
O 5.22 -0.41 4.70
O 2.80 -0.55 3.76
C 1.66 -1.37 3.59
O 4.80 -0.56 2.46
C 4.52 -1.31 1.30
H 2.85 -1.78 7.21
H 4.47 -1.09 7.04
H 3.06 -0.29 6.27
H 1.08 -1.37 4.52
H 1.93 -2.39 3.33
H 1.03 -0.95 2.80
H 3.44 -1.40 1.16
H 4.97 -2.30 1.38
H 4.95 -0.79 0.44
C 6.57 -2.98 4.10
O 7.11 -3.50 2.89
P 7.92 -5.03 2.94
O 6.87 -5.59 3.91
O 9.16 -4.36 3.80
C 9.90 -3.33 3.18
O 8.73 -6.56 2.99
C 9.61 -6.77 1.91
H 6.44 -1.90 3.99
H 5.59 -3.43 4.29
H 7.23 -3.16 4.95
H 9.62 -2.37 3.62
H 9.72 -3.30 2.10
H 10.96 -3.50 3.35
H 10.43 -6.03 1.94
H 9.07 -6.68 0.97
H 10.04 -7.77 1.99
C 2.97 9.39 -2.30
O 3.51 8.88 -3.51
P 4.32 7.35 -3.46
O 3.27 6.78 -2.49
O 5.56 8.02 -2.60
C 6.30 9.05 -3.23
O 5.13 5.82 -3.41
C 6.01 5.61 -4.49
H 2.84 10.47 -2.42
H 1.99 8.95 -2.12
H 3.63 9.21 -1.45
H 6.02 10.01 -2.79
H 6.12 9.08 -4.31
H 7.36 8.87 -3.05
H 6.83 6.34 -4.46
H 5.47 5.70 -5.44
H 6.44 4.61 -4.41
C -9.38 -3.59 3.43
O -9.19 -4.40 2.28
P -8.65 -3.65 0.82
O -7.68 -2.75 1.60
O -10.10 -2.89 0.66
C -11.24 -3.71 0.49
O -8.10 -2.90 -0.64
C -8.38 -3.65 -1.80
H -10.05 -4.11 4.11
H -8.43 -3.43 3.93
H -9.84 -2.63 3.17
H -11.82 -3.71 1.42
H -10.97 -4.73 0.23
H -11.87 -3.29 -0.30
H -9.46 -3.74 -1.94
H -7.93 -4.64 -1.73
H -7.95 -3.13 -2.67
```

The relative energy (zero: lowest compared OMol25 entry of this formula, charge and spin) is 27.9129 eV. The LUMO energy comes out at -5.234 eV. Its charge is +1. The value obtained for the frontier orbital gap is 5.2 eV. As for the spin multiplicity: 1.

=====

# 7
Density functional theory data (the ωB97M-V functional and the def2-TZVPD basis) for C17H23FO18Zn as an isolated structure at a distorted geometry.

```
60
Properties=species:S:1:pos:R:3
Zn 10.24 -14.35 -1.53
O 9.31 -10.70 -2.63
C 9.42 -11.98 -2.31
O 10.56 -12.59 -2.40
O 8.49 -12.65 -1.79
H 10.26 -10.48 -2.71
O 7.44 -16.65 -2.25
C 8.53 -16.51 -3.09
O 9.45 -15.72 -2.77
O 8.51 -17.24 -4.10
H 7.02 -17.36 -2.78
C 13.22 -10.66 2.83
C 13.42 -12.17 2.60
C 12.47 -13.04 3.44
O 11.68 -13.76 2.48
C 12.05 -13.38 1.24
O 11.54 -13.79 0.24
O 13.03 -12.49 1.30
H 12.91 -10.60 3.88
H 12.31 -10.28 2.37
H 14.10 -10.03 2.69
H 14.46 -12.37 2.90
H 11.81 -12.35 3.98
H 12.98 -13.73 4.11
C 9.19 -16.68 4.05
C 8.18 -15.82 3.30
C 8.48 -14.34 3.34
O 8.40 -13.96 1.97
C 8.55 -15.03 1.18
O 8.80 -15.02 0.01
O 8.46 -16.15 1.92
H 9.14 -16.47 5.12
H 10.23 -16.49 3.77
H 8.98 -17.72 3.78
H 7.13 -16.06 3.45
H 9.29 -14.02 4.00
H 7.61 -13.80 3.71
C 12.36 -19.51 2.92
C 12.48 -18.07 2.46
C 13.65 -17.78 1.51
O 13.03 -17.05 0.45
C 11.70 -17.23 0.46
O 10.92 -16.80 -0.32
O 11.36 -17.70 1.69
H 13.30 -19.80 3.41
H 12.22 -20.16 2.06
H 11.63 -19.64 3.71
H 12.52 -17.36 3.29
H 14.22 -18.64 1.14
H 14.38 -17.11 1.95
C 15.55 -14.41 -2.74
C 15.40 -14.11 -1.27
O 14.10 -14.58 -0.99
C 13.40 -14.64 -2.16
O 12.23 -14.86 -2.21
O 14.20 -14.53 -3.20
F 15.46 -12.73 -1.17
H 16.05 -15.37 -2.87
H 16.08 -13.63 -3.29
H 16.18 -14.49 -0.61
```

The LUMO energy comes out at -0.379 eV. Its charge is 0. The value obtained for the frontier orbital gap is 7.1 eV. As for the spin multiplicity: 1.

=====

- What is the formula in the first record?
  C19H18CuN2O13

=====

- charge of number 7 (C17H23FO18Zn)?
  0

=====

- Which of these has the lowest charge?
  C19H18CuN2O13